98
Properties=species:S:1:pos:R:3:forces:R:3:mulliken_charge:R:1 method="wB97M-V/def2-TZVPD" total_charge=-2 homo_energy_ha=0.0167 spin_multiplicity=1
P 0.2669 -0.3630 -1.8473 -0.219 -0.056 -1.360 0.515
C 1.7399 -0.0757 -3.0961 -0.186 -0.104 0.348 0.199
C 1.8201 -0.8601 -4.4187 -0.216 0.020 -0.042 0.243
C 3.0409 -0.4702 -5.2764 -0.321 0.062 0.405 -1.068
C 3.0637 1.0365 -5.5318 0.185 0.059 0.012 -0.683
C 3.0746 1.8126 -4.2115 -0.297 -0.266 0.056 -0.986
C 1.8415 1.4255 -3.3842 -0.084 0.173 0.042 -0.725
C -1.3472 0.3066 -2.7773 0.860 -0.507 0.350 0.502
C -1.6220 0.1557 -4.2832 0.052 0.026 0.042 -0.423
C -2.9718 0.8231 -4.6331 0.261 0.125 0.063 -0.898
C -2.9958 2.3058 -4.2278 -0.133 -0.277 -0.028 -0.785
C -2.7473 2.4460 -2.7316 0.259 -0.112 0.120 -0.838
C -1.4431 1.7471 -2.3213 -0.339 0.494 0.263 0.067
C -0.0253 -2.1576 -2.2922 -0.012 0.118 0.175 0.437
C 1.1476 -3.1413 -2.1551 -0.034 -0.223 -0.216 -1.075
C 0.8850 -4.2683 -3.1687 0.037 0.320 -0.060 -0.549
C -0.4551 -4.9717 -2.9291 -0.025 -0.228 0.244 -0.794
C -1.6252 -4.0232 -2.6238 -0.022 0.312 -0.236 -0.772
C -1.2612 -2.8509 -1.7044 -0.069 -0.200 0.044 -0.775
H 2.6108 -0.3637 -2.4789 -0.178 0.088 -0.053 0.612
H 0.9028 -0.6562 -4.9889 0.158 -0.087 -0.054 0.034
H 1.8500 -1.9391 -4.2452 -0.044 0.181 -0.008 -0.295
H 3.0258 -1.0419 -6.2148 0.046 0.137 0.109 0.386
H 3.9514 -0.7527 -4.7276 -0.057 0.015 -0.128 0.360
H 3.9328 1.3007 -6.1376 0.071 0.047 -0.089 0.379
H 2.1732 1.3264 -6.1053 0.032 -0.046 0.020 0.301
H 3.9801 1.5612 -3.6443 -0.021 0.079 -0.069 0.375
H 3.0709 2.8980 -4.3863 0.074 -0.218 -0.003 0.410
H 1.8220 1.9858 -2.4407 -0.067 -0.055 -0.147 0.297
H 0.9501 1.7138 -3.9652 0.182 0.075 0.172 0.063
H -2.1410 -0.2526 -2.2582 0.128 0.101 0.042 0.604
H -3.7707 0.2998 -4.0845 0.120 0.061 -0.098 0.354
H -1.6769 -0.9002 -4.5936 0.172 0.182 0.133 0.028
H -0.8066 0.6271 -4.8584 -0.307 -0.059 0.045 0.028
H -3.1901 0.7112 -5.7027 0.050 -0.010 0.065 0.412
H -3.9588 2.7492 -4.5038 0.019 0.018 -0.024 0.392
H -2.2205 2.8585 -4.7765 -0.030 -0.103 0.007 0.316
H -2.7068 3.5008 -2.4399 0.006 -0.125 -0.011 0.445
H -3.5676 1.9876 -2.1602 -0.020 0.050 -0.161 0.329
H -1.3840 1.7381 -1.2313 0.159 0.154 -0.299 -1.340
H -0.5888 2.3412 -2.6715 -0.132 -0.088 0.017 0.383
H -0.2387 -2.0070 -3.3589 0.089 -0.503 -0.063 -0.282
H 2.1258 -2.6771 -2.3226 -0.169 -0.065 -0.022 0.369
H 1.1952 -3.5765 -1.1476 -0.109 0.315 -0.055 0.531
H 0.8234 -3.8032 -4.1591 0.174 -0.042 -0.074 0.235
H 1.7196 -4.9815 -3.1983 -0.205 -0.040 0.041 0.412
H -0.3480 -5.6973 -2.1167 0.029 0.050 0.090 0.288
H -0.7079 -5.5443 -3.8271 -0.001 -0.156 0.071 0.412
H -2.4879 -4.5731 -2.2235 0.190 -0.030 -0.083 0.402
H -1.9417 -3.5856 -3.5774 -0.144 -0.011 -0.050 0.245
H -2.1063 -2.1631 -1.5958 0.089 -0.226 -0.116 0.403
H -1.0695 -3.2318 -0.6935 0.150 0.228 -0.131 0.376
Ti 0.3990 -0.3445 1.6846 -0.131 2.077 3.320 -0.187
Cl -1.5885 -0.8669 0.8067 -1.255 -0.311 -0.217 -0.488
Cl 2.2500 -1.2770 0.8641 1.348 -0.976 -0.649 -0.595
C 0.6498 1.5943 1.5009 0.184 0.346 -0.360 -0.762
H 1.6781 1.7796 1.8981 -0.436 -0.260 0.015 -0.152
C -1.0364 5.2819 0.2634 0.058 0.742 -0.109 -0.766
C 0.2454 5.2340 0.8410 0.027 -0.527 -0.030 -0.448
C 0.7605 4.0289 1.2852 -0.226 0.790 -0.173 -0.876
C 0.0191 2.8197 1.1534 0.603 -1.274 0.282 2.111
C -1.3166 2.9175 0.6648 -0.366 0.490 0.146 -0.561
C -1.8240 4.1292 0.2179 0.287 -0.227 0.199 -0.143
H -1.4004 6.2200 -0.1531 -0.066 -0.093 0.154 0.279
H 0.8590 6.1314 0.9401 -0.210 -0.050 -0.111 0.320
H 1.7595 3.9776 1.7277 -0.289 0.025 -0.133 0.280
H -1.9275 2.0147 0.6299 0.140 0.208 0.141 0.238
H -2.8418 4.1951 -0.1772 0.245 -0.085 0.094 0.516
C 1.8233 -3.8528 5.4313 0.139 0.022 -0.057 -1.679
C 0.6911 -3.0579 4.7983 -0.239 0.470 0.090 0.769
C -0.5909 -3.9106 4.7654 0.030 0.292 -0.049 -1.342
C 0.4142 -1.7556 5.5687 0.105 0.204 -0.497 0.174
C 0.1109 -1.8043 6.9181 -0.409 0.095 -0.210 -0.291
C -0.3703 -0.6761 7.5906 0.648 -0.153 0.601 -1.138
C -0.2576 0.5770 6.9917 -0.191 -0.255 -0.411 -0.515
C 0.0254 0.6833 5.6334 0.342 -0.174 -0.158 -0.095
C -0.0652 2.0534 4.9635 0.084 -0.577 -0.143 2.498
C -1.5042 2.5840 5.0775 0.158 -0.143 -0.184 -1.437
C 0.9467 3.0501 5.5369 -0.007 -0.056 -0.129 -1.757
C 0.3108 -0.5049 4.8538 -0.473 -0.108 -0.243 0.175
N 0.3985 -0.5100 3.5030 -0.002 -0.186 -1.210 -0.115
H 1.4945 -4.3317 6.3558 0.044 -0.057 0.106 0.293
H 2.6646 -3.2007 5.6655 0.071 -0.009 -0.003 0.387
H 2.1724 -4.6282 4.7474 0.015 -0.139 0.019 0.438
H 0.9667 -2.7953 3.7640 -0.097 0.094 0.424 0.059
H -0.9052 -4.1117 5.7955 -0.063 -0.071 -0.093 0.324
H -1.3997 -3.3710 4.2598 0.128 -0.056 0.068 0.324
H -0.4405 -4.8657 4.2531 0.067 -0.004 -0.026 0.391
H 0.2220 -2.7614 7.4341 -0.367 0.176 0.008 0.239
H -0.8080 -0.7844 8.5789 0.405 0.094 0.177 0.310
H -0.3956 1.4923 7.5828 -0.329 -0.369 -0.244 0.263
H 0.1818 1.8910 3.9011 -0.177 0.106 0.287 -1.134
H -1.7953 2.6655 6.1312 -0.007 0.055 -0.068 0.368
H -1.6013 3.5642 4.6045 -0.009 0.017 -0.035 0.397
H -2.2006 1.8921 4.5874 0.128 0.138 0.064 0.314
H 1.9395 2.5921 5.5903 -0.077 0.066 0.007 0.392
H 1.0096 3.9199 4.8759 -0.009 0.053 0.107 0.426
H 0.6688 3.3924 6.5427 0.027 -0.049 -0.063 0.340